Entry from the Open Molecules 2025 dataset: a 2-piece molecular cluster, C20H36BN2O5 overall at a distorted geometry (the ωB97M-V functional and the def2-TZVPD basis).

Structure (XYZ):
```
64
Properties=species:S:1:pos:R:3:forces:R:3
C -0.056610 6.282017 1.426732 -0.087 0.007 -0.894
C -0.563028 4.751064 1.718245 -0.762 -0.932 -0.294
C -1.513590 4.579371 3.074961 0.193 1.058 0.000
C -0.983465 3.452025 4.132353 -0.421 0.628 0.804
C -1.483075 1.902583 3.862218 -0.440 0.992 -1.319
C -1.276433 1.548739 2.271651 2.545 -2.197 -2.449
C -0.089604 0.881028 1.683186 -4.203 2.724 -1.000
B 1.242449 0.169888 2.316329 0.428 -2.063 0.182
O 1.091503 -1.280334 2.527776 -0.574 2.534 1.919
N 2.579728 0.776627 2.649215 -0.703 1.090 -0.304
C 3.025406 1.776601 1.616135 0.564 0.679 -1.006
C 2.570741 1.364381 4.037933 -0.621 0.490 0.785
C -0.320594 1.083308 0.043597 5.263 1.807 -0.070
O 0.761676 1.433521 -0.672594 -7.472 -2.397 3.467
O -1.752551 1.168502 -0.261592 1.875 2.010 3.014
C -2.339151 1.733899 0.989398 -5.242 -0.438 2.530
O -3.652684 2.024806 1.140076 8.683 -1.686 -1.558
H -0.496624 6.587667 0.370737 0.858 -0.367 2.292
H 1.116550 6.336339 1.289322 -2.421 -0.114 0.539
H -0.418653 7.069107 2.240624 0.823 -1.788 -1.728
H 0.347297 4.002911 1.770472 -1.790 1.589 0.023
H -1.229342 4.365598 0.802614 1.609 0.944 1.893
H -1.433200 5.628100 3.613833 -0.149 -2.141 -0.813
H -2.669892 4.483032 2.805602 2.577 -0.154 0.485
H 0.179894 3.579307 4.204197 -2.158 -0.529 -0.249
H -1.410819 3.770625 5.198067 0.914 -0.787 -2.161
H -2.622206 1.889968 4.122769 2.108 -0.169 -0.619
H -0.924100 1.129381 4.542864 -0.962 1.481 -1.484
H 0.718601 -1.475710 3.446001 0.632 0.198 -1.965
H 3.998138 2.366172 1.956421 -2.017 -1.383 -0.472
H 2.196370 2.589082 1.366238 1.636 -1.600 0.352
H 3.316549 1.178533 0.631226 -0.820 1.459 2.050
H 3.418854 2.183434 4.169339 -1.763 -1.867 -0.368
H 1.529275 1.885520 4.185803 1.940 -0.547 0.186
H 2.668695 0.554417 4.888105 -0.044 1.469 -1.827
C 1.254564 -2.863956 -1.043962 0.135 0.408 0.322
C -0.180225 -3.033707 -1.590115 0.292 0.711 0.212
C -0.653379 -1.706101 -2.238026 -0.184 -0.111 0.015
C 0.021146 -1.348780 -3.558122 -0.002 0.399 -0.056
C 0.501667 -2.558846 -4.349513 0.224 -0.208 -0.011
C -0.223052 -3.887233 -4.013046 0.309 0.344 -0.033
N -0.083522 -4.134645 -2.566905 -0.399 -0.737 -0.157
O -0.679992 -5.317311 -2.155197 -0.012 0.310 -0.233
C 0.529745 -5.002156 -4.788725 -0.159 -0.171 0.159
C -1.675830 -3.835014 -4.538343 -0.251 -0.120 -0.117
C -1.115507 -3.264064 -0.367949 0.016 -0.475 -0.349
H 1.599041 -3.776127 -0.546042 -0.217 -0.009 -0.160
H 1.308782 -2.050597 -0.309865 -0.007 0.039 0.070
H 1.972091 -2.635110 -1.837205 -0.171 -0.044 -0.056
H -1.735877 -1.752956 -2.409832 0.106 -0.211 0.144
H -0.513273 -0.869456 -1.537240 0.027 -0.259 0.060
H -0.682283 -0.764575 -4.164539 0.054 -0.016 0.103
H 0.874645 -0.686551 -3.371214 -0.078 -0.030 -0.019
H 0.424272 -2.336974 -5.422025 -0.096 -0.216 0.066
H 1.576042 -2.680134 -4.159588 -0.153 -0.266 0.048
H 1.557388 -5.112922 -4.421659 -0.219 0.096 0.104
H 0.587789 -4.766336 -5.858757 -0.098 0.162 0.065
H 0.033191 -5.975697 -4.699717 0.023 0.263 0.215
H -1.686488 -3.654358 -5.621303 0.104 0.023 0.050
H -2.270803 -3.041559 -4.076566 0.147 -0.031 0.057
H -2.203863 -4.779868 -4.371197 0.251 0.086 0.212
H -1.072180 -2.411169 0.322092 0.188 0.144 -0.261
H -0.829140 -4.147624 0.212659 -0.045 0.047 -0.342
H -2.161057 -3.377686 -0.677948 0.217 -0.129 -0.051
```
Positions in Å, forces in eV/Å.

Summary:
Lowest unoccupied orbital energy in eV: 0.88
HOMO level in eV: -1.2385
Multiplicity: 1
Strongest force on any atom in eV/A: 9.0
Charge: -1

---

Entry from the Open Molecules 2025 dataset: C3H3FO2Tl as an isolated structure at a distorted geometry (the ωB97M-V functional and the def2-TZVPD basis).

Structure (XYZ):
```
10
Properties=species:S:1:pos:R:3:forces:R:3
F 2.924795 1.353954 -0.543119 -1.066 -0.509 0.328
C -0.597348 0.535910 -0.329401 1.102 -1.427 2.849
C 0.673206 0.338973 0.338923 0.068 0.658 -0.454
O -1.544498 1.323438 -0.262298 -0.715 0.843 -0.830
O -0.770583 -0.796231 -0.626337 -0.373 -0.044 -0.925
C 0.519051 -1.114208 -0.002775 0.604 0.143 -0.168
Tl -3.859457 0.870773 0.087023 0.545 0.018 -0.148
H 1.052340 0.804552 1.245557 0.071 0.086 -0.663
H 0.380136 -1.806673 0.837054 -0.035 0.198 -0.201
H 1.222359 -1.510490 -0.744625 -0.202 0.034 0.211
```
Positions in Å, forces in eV/Å.

Summary:
Lowest unoccupied orbital energy (spin up / spin down) in eV: -1.62 / -1.69
ΔE to the lowest compared entry with this formula, charge and spin in kJ/mol: 0.0
HOMO level (spin up / spin down) in eV: -8.0945 / -7.4309
Multiplicity: 2
Strongest force on any atom in eV/A: 3.4

---

Entry from the Open Molecules 2025 dataset: C12H7AsCl6GeOReS4Te as an isolated structure at a distorted geometry (the ωB97M-V functional and the def2-TZVPD basis).

Structure (XYZ):
```
34
Properties=species:S:1:pos:R:3:forces:R:3
Re 10.153866 9.729845 8.043991 -0.507 -0.559 0.827
Cl 14.096762 5.045914 11.746939 -0.276 0.444 -0.017
C 12.940692 6.227224 11.219837 0.259 -1.087 -0.377
C 12.900845 6.525565 9.857383 0.353 0.666 0.576
C 12.024231 7.490403 9.450454 -0.222 0.152 -0.295
Cl 11.973165 7.968374 7.753454 -0.261 0.352 0.500
C 11.113111 8.097577 10.293337 -0.903 -0.006 0.273
O 10.216127 9.058001 9.828302 0.754 -0.274 -0.955
C 11.029468 7.611784 11.609071 0.859 0.354 -0.371
Cl 9.806502 8.231422 12.603440 -0.357 0.115 0.460
C 11.997201 6.720932 12.095849 -0.785 0.410 0.124
H 13.628048 6.161426 9.171333 0.389 -0.535 -0.288
H 11.965595 6.410214 13.143135 0.052 0.107 -0.415
S 8.234538 12.494213 4.834666 -0.087 0.331 0.075
As 10.304285 12.923054 5.278239 -0.025 0.303 -0.291
S 8.647941 11.656693 8.209352 -1.126 -0.859 0.375
S 10.483972 12.062471 7.563416 1.396 0.394 -0.159
S 8.748988 14.483372 5.494911 0.219 -0.882 0.116
Te 8.216297 12.644633 10.433766 0.037 -0.342 -0.315
C 7.648452 14.286795 9.293791 -0.645 -0.326 0.279
C 6.335603 14.433134 8.811882 0.890 -0.513 0.580
C 6.056751 15.595270 8.119340 -0.603 0.511 0.188
C 7.025255 16.583666 8.038675 1.339 -0.514 0.454
C 8.338813 16.433971 8.596020 -2.945 0.885 -1.922
C 8.643636 15.254032 9.153798 -0.431 -0.847 0.854
H 5.583774 13.672044 9.040651 0.223 0.323 -0.262
H 5.034155 15.791160 7.778602 0.499 -0.102 -0.090
H 6.807544 17.489178 7.529315 -0.278 0.714 -0.250
H 8.980478 17.263829 8.496430 0.928 0.623 0.098
H 9.571252 15.087773 9.626153 1.089 -0.128 0.309
Cl 8.435525 6.297334 7.301712 -0.227 0.345 -0.374
Ge 8.342138 8.385851 7.047577 1.605 -0.106 0.895
Cl 6.632045 9.292592 6.373856 -0.856 0.002 -0.420
Cl 10.108159 9.352263 5.613528 -0.361 0.049 -0.184
```
Positions in Å, forces in eV/Å.

Summary:
Lowest unoccupied orbital energy (spin up / spin down) in eV: -8.14 / -8.37
ΔE to the lowest compared entry with this formula, charge and spin in kJ/mol: 0.0
HOMO level (spin up / spin down) in eV: -14.4102 / -14.4263
Multiplicity: 2
Strongest force on any atom in eV/A: 3.6
Charge: +2

---

Entry from the Open Molecules 2025 dataset: C25H39OPb as an isolated structure at a distorted geometry (the ωB97M-V functional and the def2-TZVPD basis).

Structure (XYZ):
```
66
Properties=species:S:1:pos:R:3:forces:R:3
C 1.637023 -2.941367 0.095728 -0.767 0.763 -0.917
C 2.598934 -2.221415 -0.668948 -1.073 0.228 -0.002
C 2.111503 -2.112143 -1.994166 -1.386 -0.118 -0.048
C 0.816590 -2.678676 -2.040534 0.739 0.515 0.419
C 0.520094 -3.206485 -0.751826 1.112 0.941 1.423
Pb -0.147921 -0.010976 0.799275 2.022 -1.666 -1.381
C -2.321306 2.691743 -0.503624 -3.518 1.017 1.044
C -2.284073 2.033830 0.934875 -0.225 -2.720 -2.282
H -2.246667 2.692656 1.790346 0.222 0.082 -0.007
C -2.406344 0.641400 1.098366 -1.765 2.797 -0.685
H -2.710065 0.016116 0.229124 0.212 0.496 0.692
H -2.558003 0.226217 2.082337 -0.136 -0.078 0.186
C -3.123172 3.980947 -0.433559 -1.234 0.810 0.089
H -2.637280 4.693245 0.246609 -0.078 0.079 -0.313
H -3.160143 4.381162 -1.481778 -0.157 0.001 1.157
H -4.182088 3.865149 -0.074168 0.998 -0.120 -0.384
C -2.995305 1.904966 -1.716615 -0.594 -0.614 -0.015
H -2.542225 0.935678 -1.864614 -0.023 -0.552 0.246
H -4.126107 1.799355 -1.758838 1.395 0.446 0.492
H -2.616427 2.447247 -2.595336 -0.952 -0.204 -0.027
C 3.871617 -1.644524 -0.194751 0.781 0.175 0.033
H 3.823846 -1.409684 0.874651 0.142 -0.046 -0.132
H 4.712987 -2.342112 -0.346449 -0.082 0.226 0.091
H 4.111121 -0.713953 -0.743278 -0.007 -0.412 0.273
C 2.829585 -1.480338 -3.126544 0.319 0.084 -0.406
H 2.742968 -0.383940 -3.116898 0.143 -0.044 -0.153
H 3.896900 -1.722945 -3.061173 -0.107 0.142 -0.201
H 2.460998 -1.842394 -4.097787 0.123 0.133 0.268
C -0.116927 -2.729455 -3.189787 -0.007 -0.067 -0.593
H -0.035465 -1.814768 -3.793245 -0.136 -0.216 -0.034
H 0.111509 -3.582194 -3.849927 -0.189 0.214 0.045
H -1.156267 -2.835083 -2.851870 0.216 0.026 -0.189
C -0.706382 -3.910474 -0.326297 -0.547 -0.646 -0.053
H -1.568777 -3.576634 -0.917197 0.027 -0.165 0.196
H -0.607164 -4.997612 -0.481214 -0.206 0.185 0.096
H -0.932625 -3.749014 0.738719 0.028 -0.108 -0.302
C 1.812259 -3.327153 1.508386 0.195 -0.384 0.647
H 0.858465 -3.630030 1.953226 0.139 -0.004 0.088
H 2.503653 -4.182736 1.600086 -0.212 0.216 0.173
H 2.233115 -2.507096 2.117126 -0.078 -0.249 -0.087
C -0.184278 1.838217 -0.950976 -1.095 -0.916 -4.151
C -1.137217 2.934910 -1.280770 3.303 0.009 1.709
C 0.488104 1.311964 -2.134717 1.115 0.242 0.223
C -0.808326 3.944406 -2.187265 0.947 -1.508 -1.161
H 0.360712 2.311085 -0.204465 1.495 0.513 1.975
C 0.629940 2.196982 -3.239454 -0.746 -1.673 0.295
H 0.846404 0.192800 -2.094276 0.019 2.295 -0.345
C 0.056694 3.492128 -3.229081 0.184 0.125 0.061
H -1.184614 4.954950 -2.279848 -0.597 -0.320 0.240
H 1.117596 1.785088 -4.130316 -0.221 0.481 0.252
H 0.190866 4.150169 -4.127822 0.115 -0.634 1.089
C 2.238174 0.732177 4.101951 -0.354 0.197 0.026
C 0.719455 0.709941 3.871598 -0.128 -0.380 0.331
O 0.321847 1.438821 2.664395 0.252 0.759 1.340
C 0.397989 2.889408 2.885155 -0.463 -0.390 -0.554
C -0.486173 3.365019 4.024947 -0.041 0.045 0.417
H 2.785203 0.371181 3.214054 -0.234 0.143 0.358
H 2.466724 0.071162 4.955369 -0.024 0.306 -0.349
H 2.572796 1.757925 4.352724 -0.034 -0.605 -0.107
H 0.358154 -0.335808 3.718922 0.240 0.717 0.152
H 0.168963 1.154476 4.747571 0.516 -0.678 -0.932
H 1.441546 3.150693 3.063108 -0.057 0.081 -0.168
H 0.055740 3.321733 1.928898 0.301 -0.089 0.370
H -0.037904 3.138497 5.013103 -0.347 0.212 -0.545
H -0.578820 4.457429 3.953595 0.011 -0.264 0.053
H -1.503308 2.928537 3.987869 0.510 0.172 -0.022
```
Positions in Å, forces in eV/Å.

Summary:
Lowest unoccupied orbital energy (spin up / spin down) in eV: -4.62 / -4.62
HOMO level (spin up / spin down) in eV: -8.2104 / -8.2134
Multiplicity: 1
Strongest force on any atom in eV/A: 4.4
Charge: +1

---

Entry from the Open Molecules 2025 dataset: C3H3O3Sm as an isolated structure at a distorted geometry (the ωB97M-V functional and the def2-TZVPD basis).

Structure (XYZ):
```
10
Properties=species:S:1:pos:R:3:forces:R:3
O 0.207182 -0.110919 0.528105 1.278 -0.929 0.770
Sm 1.961058 -1.725601 -0.284810 -0.750 0.342 0.037
O -0.173062 -1.649456 -0.944975 0.626 -1.605 -0.245
C -0.737983 -0.686502 -0.344769 -1.572 2.989 -1.348
O -1.755463 -0.064277 -0.569619 0.753 -1.770 0.601
C -0.236379 1.054525 1.251973 1.250 -0.088 -0.210
H 0.652918 1.490097 1.747497 -0.081 -0.657 0.069
H -0.948286 0.704981 2.021693 0.030 0.430 -0.384
C -0.770287 2.074991 0.363594 -1.663 0.532 2.314
H -1.572834 2.577323 0.936520 0.131 0.756 -1.604
```
Positions in Å, forces in eV/Å.

Summary:
Lowest unoccupied orbital energy (spin up / spin down) in eV: -5.58 / -5.49
ΔE to the lowest compared entry with this formula, charge and spin in kJ/mol: 541.1
HOMO level (spin up / spin down) in eV: -11.2482 / -12.1386
Multiplicity: 7
Strongest force on any atom in eV/A: 3.6
Charge: +1

---

Which of these has the highest strongest force on any atom? C20H36BN2O5

---

What is the multiplicity in the second record? 2